[1]
Computed, not measured: a cluster of 2 separate species, C4H14NS2 in total at a distorted geometry, with ωB97M-V/def2-TZVPD.

The LUMO energy is -3.3 eV. As for the charge: +1. The relative energy (zero: lowest compared OMol25 entry of this formula, charge and spin) comes out at 0.383 eV. The calculation puts the gap between HOMO and LUMO at 0.32913 Ha.

Last column: Mulliken charge in e.
Positions of all 21 atoms, in Å:
S -0.869 0.783 0.781  -0.0077
S 1.487 1.036 -1.040  -0.0871
C -1.885 2.025 1.604  -0.9231
C 2.531 0.747 0.398  -0.8073
C 0.131 1.900 -0.237  -0.6286
H -2.487 2.603 0.883  0.2884
H -1.270 2.727 2.192  0.3152
H -2.569 1.497 2.290  0.3129
H 2.852 1.696 0.862  0.3016
H 2.018 0.139 1.161  0.2779
H 3.427 0.202 0.057  0.3419
H -0.485 2.346 -1.042  0.3870
H 0.521 2.728 0.386  0.3414
C -0.215 -3.121 -0.606  -0.7655
N -0.639 -1.977 -1.474  -0.2278
H 0.696 -3.592 -1.011  0.3399
H -1.013 -3.881 -0.557  0.3603
H -0.004 -2.767 0.417  0.3034
H 0.110 -1.258 -1.524  0.1128
H -0.840 -2.306 -2.440  0.4043
H -1.498 -1.529 -1.097  0.3600

[2]
Computed, not measured: a structure of composition C32H29CuN4O5Si, with ωB97M-V/def2-TZVPD.

The multiplicity is 2. The LUMO energy (spin up / spin down) is 1.3 / 1.3 eV. As for the charge: -1. The calculation puts the gap between HOMO and LUMO (spin up / spin down) at 0.21724 / 0.21760 Ha. The expectation value of S² is 0.75.

Last column: Mulliken spin population.
Positions of all 72 atoms, in Å:
Cu -0.450 -0.024 0.085  0.6841
O 3.088 -0.422 -3.391  -0.0001
C 3.827 0.583 -2.883  0.0001
C 5.182 0.642 -3.215  0.0001
C 5.986 1.644 -2.704  0.0000
C 5.457 2.605 -1.849  0.0000
C 4.114 2.547 -1.516  0.0008
C 3.278 1.555 -2.019  0.0009
C 1.833 1.480 -1.619  0.0007
O 1.090 0.621 -2.211  0.0016
N 1.447 2.301 -0.665  0.0033
N 0.172 1.992 -0.186  0.0109
C -0.588 2.966 0.120  0.0006
C -1.938 2.811 0.652  -0.0060
C -2.501 3.907 1.310  -0.0059
C -3.795 3.890 1.795  0.0111
C -4.562 2.744 1.593  -0.0068
C -4.041 1.653 0.931  0.0118
C -2.717 1.638 0.443  0.0075
O -2.287 0.588 -0.202  0.0998
H 2.153 -0.234 -3.025  -0.0006
H 5.578 -0.115 -3.880  0.0000
H 7.035 1.675 -2.974  0.0000
H 6.085 3.391 -1.449  0.0000
H 3.672 3.277 -0.850  -0.0001
H -0.216 3.983 -0.030  0.0040
H -1.889 4.794 1.440  0.0000
H -4.202 4.748 2.315  0.0010
H -5.582 2.704 1.961  -0.0006
H -4.633 0.758 0.781  -0.0005
O -5.292 -1.563 -5.727  0.0000
C -4.172 -2.322 -5.756  0.0000
O -3.995 -3.084 -6.667  0.0000
C -3.213 -2.144 -4.625  0.0000
C -3.578 -1.592 -3.399  -0.0012
C -2.649 -1.441 -2.387  0.0045
C -1.338 -1.860 -2.596  -0.0019
C -0.956 -2.392 -3.828  0.0005
C -1.896 -2.545 -4.830  -0.0003
N -0.438 -1.664 -1.529  0.0088
C 0.611 -2.369 -1.424  -0.0020
C 1.654 -1.981 -0.470  0.0072
C 2.820 -2.713 -0.318  0.0010
C 3.815 -2.196 0.500  -0.0017
C 3.611 -0.980 1.126  0.0029
C 2.401 -0.322 0.943  0.0026
N 1.455 -0.820 0.160  0.0502
H -5.237 -0.926 -5.004  0.0000
H -4.600 -1.287 -3.199  -0.0003
H -2.903 -0.983 -1.438  -0.0041
H 0.076 -2.644 -4.029  0.0001
H -1.620 -2.955 -5.791  0.0000
H 0.828 -3.227 -2.062  -0.0005
H 2.951 -3.649 -0.845  0.0008
H 4.743 -2.736 0.636  -0.0001
H 4.370 -0.532 1.752  0.0010
H 2.173 0.621 1.420  -0.0016
C 0.132 0.819 5.913  -0.0007
Si -0.682 -0.666 5.097  0.0019
C -2.449 -0.796 5.722  -0.0005
C 0.254 -2.220 5.615  -0.0005
C -0.653 -0.478 3.299  0.1116
C -0.632 -0.351 2.082  0.0049
H 0.147 0.728 7.003  0.0000
H -0.403 1.734 5.651  -0.0001
H 1.161 0.925 5.563  -0.0001
H -2.477 -0.922 6.808  0.0000
H -2.960 -1.646 5.265  -0.0001
H -3.010 0.104 5.463  0.0000
H -0.093 -2.599 6.580  0.0000
H 1.325 -2.019 5.698  0.0000
H 0.121 -3.006 4.870  0.0000

Look up the charge of the second one. -1

What is the formula in the first record? C4H14NS2

What did the first record say?
Computed, not measured: a cluster of 2 separate species, C4H14NS2 in total at a distorted geometry, with ωB97M-V/def2-TZVPD.

The LUMO energy is -3.3 eV. As for the charge: +1. The relative energy (zero: lowest compared OMol25 entry of this formula, charge and spin) comes out at 0.383 eV. The calculation puts the gap between HOMO and LUMO at 0.32913 Ha.

Last column: Mulliken charge in e.
Positions of all 21 atoms, in Å:
S -0.869 0.783 0.781  -0.0077
S 1.487 1.036 -1.040  -0.0871
C -1.885 2.025 1.604  -0.9231
C 2.531 0.747 0.398  -0.8073
C 0.131 1.900 -0.237  -0.6286
H -2.487 2.603 0.883  0.2884
H -1.270 2.727 2.192  0.3152
H -2.569 1.497 2.290  0.3129
H 2.852 1.696 0.862  0.3016
H 2.018 0.139 1.161  0.2779
H 3.427 0.202 0.057  0.3419
H -0.485 2.346 -1.042  0.3870
H 0.521 2.728 0.386  0.3414
C -0.215 -3.121 -0.606  -0.7655
N -0.639 -1.977 -1.474  -0.2278
H 0.696 -3.592 -1.011  0.3399
H -1.013 -3.881 -0.557  0.3603
H -0.004 -2.767 0.417  0.3034
H 0.110 -1.258 -1.524  0.1128
H -0.840 -2.306 -2.440  0.4043
H -1.498 -1.529 -1.097  0.3600

Among the records above, which one has the lowest charge? C32H29CuN4O5Si